Here is 10 unconnected molecules or ions with the total composition H20O10 at a distorted geometry from the Open Molecules 2025 dataset. Energies are from wB97M-V/def2-TZVPD.

Geometry (Å):
H1 -0.16 -11.02 0.63
H2 -4.37 -11.80 0.61
H3 -0.61 -14.00 -0.38
H4 -3.18 -10.34 -1.52
O1 -3.40 -11.70 0.84
H5 -3.07 -12.30 -1.88
O2 -5.12 -7.92 -1.44
H6 -1.40 -10.17 0.95
O3 -0.68 -13.31 0.29
H7 -3.98 -13.23 -2.56
O4 -2.35 -11.21 -4.68
O5 -5.33 -10.58 -0.94
H8 -4.62 -7.81 -2.24
O6 -3.60 -8.89 0.78
O7 -0.53 -10.13 0.55
H9 -2.40 -10.68 -3.86
O8 -2.29 -10.56 -1.91
H10 -3.32 -8.72 1.66
H11 -5.55 -9.69 -1.27
H12 -5.45 -11.16 -1.69
H13 -0.94 -13.84 1.05
H14 -1.67 -10.76 -1.18
H15 -3.00 -12.24 0.17
H16 -3.79 -9.84 0.74
O9 -3.74 -12.96 -1.64
H17 -5.12 -13.69 -4.95
H18 -1.56 -11.72 -4.51
O10 -4.25 -13.62 -4.51
H19 -4.47 -8.02 -0.70
H20 -3.70 -13.04 -5.07

gap between HOMO and LUMO = 11.4347 eV
calculated total energy = -20800.9801 eV
LUMO energy = 0.2576 eV
ΔE to the lowest compared entry with this formula, charge and spin = 157.5 kJ/mol
2S+1 = 1

Here is C7H9NO in the gas phase at a distorted geometry from the Open Molecules 2025 dataset. Energies are from wB97M-V/def2-TZVPD.

Geometry (Å):
C1 -2.25 0.85 0.22
H1 0.57 0.23 -1.85
O1 -1.60 -2.57 0.41
H2 0.77 0.97 1.37
H3 -1.51 1.69 0.26
H4 -2.99 1.13 -0.59
C2 0.71 -0.12 1.16
H5 2.52 -1.81 -0.76
N1 -1.57 -0.30 -0.25
C3 -1.13 -1.54 0.10
C4 0.73 -0.63 -1.26
H6 -2.83 0.78 1.25
H7 0.40 -1.36 -1.91
C5 2.07 -0.81 -0.67
C6 2.07 -0.68 0.81
H8 2.89 -0.22 -0.98
H9 0.06 -0.49 2.12
C7 -0.09 -0.58 -0.02

gap between HOMO and LUMO = 8.3273 eV
calculated total energy = -10936.2337 eV
LUMO energy = -0.2462 eV
ΔE to the lowest compared entry with this formula, charge and spin = 634.9 kJ/mol
2S+1 = 1

Here is a molecular structure, C25H37BCaN6OSi at a distorted geometry from the Open Molecules 2025 dataset. Energies are from wB97M-V/def2-TZVPD.

Geometry (Å):
C1 -0.49 1.66 2.90
H1 4.08 2.13 -3.40
C2 1.39 0.14 2.99
C3 -4.74 -1.02 -0.39
C4 0.88 1.43 2.91
H2 3.47 1.51 4.22
C5 2.80 -3.91 -0.66
N1 2.18 -2.74 -0.90
H3 0.87 2.83 -3.14
H4 -0.37 3.52 -4.18
C6 -1.41 0.62 2.97
H5 4.66 0.21 4.12
H6 2.67 -5.30 1.07
H7 -3.52 -1.89 -3.19
H8 4.28 -0.62 -3.61
C7 2.41 1.52 -2.04
N2 2.66 -0.59 -2.29
H9 3.17 -2.67 -2.91
H10 -1.39 -2.92 -0.33
H11 2.99 -0.01 0.76
N3 1.40 -2.39 0.14
H12 3.00 -1.22 2.93
Si1 -2.85 -1.06 -0.91
H13 -3.10 1.76 2.31
N4 -1.06 1.86 -1.58
H14 3.45 -4.33 -1.40
H15 -5.25 -0.12 -0.75
C8 3.61 0.00 -3.03
H16 -0.85 2.68 2.84
H17 -5.27 -1.90 -0.79
H18 0.32 4.46 -2.86
C9 -2.24 3.90 -2.34
H19 3.19 0.00 5.09
H20 -1.97 -0.98 -3.14
H21 4.55 0.08 1.58
C10 3.59 0.42 4.16
C11 -3.40 3.57 -1.64
H22 -4.22 2.10 -0.34
H23 -3.57 -0.12 -3.17
C12 -2.88 0.89 2.93
C13 2.88 -0.14 2.94
H24 2.01 2.41 -1.59
Ca1 -0.06 0.18 -0.10
C14 -0.90 -0.68 3.08
H25 -3.41 0.05 2.48
C15 -2.43 -2.76 -0.10
C16 3.50 0.38 1.64
H26 -3.27 1.06 3.94
N5 -2.31 0.42 -0.07
H27 1.21 -2.21 -2.89
H28 3.46 1.48 1.59
C17 -0.01 3.46 -3.15
C18 -2.25 1.48 -0.85
N6 1.92 0.35 -1.68
C19 -1.17 3.02 -2.25
H29 0.85 -1.91 3.21
H30 -2.15 4.78 -2.95
H31 1.56 2.27 2.82
C20 2.40 -4.38 0.58
H32 -4.83 -1.04 0.71
C21 0.47 -0.91 3.11
H33 -2.60 -2.73 1.00
H34 -4.28 4.20 -1.64
O1 -0.89 -1.15 -1.39
C22 1.53 -3.37 1.02
H35 -1.59 -1.51 3.15
C23 -3.36 2.41 -0.93
B1 2.26 -2.09 -2.33
H36 -3.07 -3.57 -0.48
C24 -3.00 -1.00 -2.81
H37 0.96 -3.37 1.94
C25 3.49 1.37 -2.92

gap between HOMO and LUMO = 3.9996 eV
calculated total energy = -64508.4422 eV
net charge = -2
LUMO energy = 4.4654 eV
ΔE to the lowest compared entry with this formula, charge and spin = 0.0 kJ/mol
2S+1 = 1

Here is 2 unconnected molecules or ions with the total composition C3H12NOS at a distorted geometry from the Open Molecules 2025 dataset. Energies are from wB97M-V/def2-TZVPD.

Geometry (Å):
H1 1.75 -0.86 -0.91
H2 -4.21 -2.23 -0.60
S1 3.04 0.82 0.07
H3 0.56 -0.31 1.39
H4 -1.37 -1.15 0.56
C1 -1.00 -0.33 -0.02
H5 1.17 0.66 -1.48
N1 -2.08 0.73 0.01
H6 -3.01 0.30 -0.02
H7 0.25 1.26 0.75
H8 -0.98 -0.63 -1.07
H9 -2.04 1.38 -0.77
C2 1.43 0.14 -0.58
H10 2.87 2.03 -0.49
H11 -3.49 -2.61 0.65
H12 -1.97 1.28 0.86
O1 -3.51 -1.90 -0.01
C3 0.36 0.22 0.47

gap between HOMO and LUMO = 8.7156 eV
calculated total energy = -17671.9030 eV
net charge = +1
LUMO energy = -3.4995 eV
ΔE to the lowest compared entry with this formula, charge and spin = 53.0 kJ/mol
2S+1 = 1